Record 1
{"formula": "C5H11N", "method": "wB97M-V/def2-TZVPD", "smiles": "C=CCCNC", "orbital_gap_ev": 9.779, "total_energy_ev": -6851.50497, "species": ["C", "N", "C", "C", "C", "C", "H", "H", "H", "H", "H", "H", "H", "H", "H", "H", "H"], "positions_angstrom": [[1.93, -1.47, 0.00], [1.18, -0.53, -0.85], [0.91, 0.76, -0.19], [-0.33, 0.67, 0.70], [-1.53, 0.74, -0.22], [-2.68, 0.06, -0.13], [2.86, -0.94, 0.21], [1.35, -1.57, 0.92], [2.09, -2.36, -0.60], [0.26, -0.84, -1.14], [1.80, 1.02, 0.40], [0.81, 1.59, -0.89], [-0.37, -0.12, 1.45], [-0.35, 1.57, 1.37], [-1.41, 1.61, -0.87], [-3.16, -0.22, 0.81], [-3.35, 0.04, -0.98]]}

***

Record 2
{"formula": "C24H44BNP2Yb", "method": "wB97M-V/def2-TZVPD", "orbital_gap_ev": [4.609, 4.075], "charge": 1, "total_energy_ev": -77863.45544, "multiplicity": 2, "species": ["Yb", "C", "C", "C", "C", "C", "C", "H", "H", "H", "C", "H", "H", "H", "C", "H", "H", "H", "C", "H", "H", "H", "C", "H", "H", "H", "C", "C", "C", "C", "C", "C", "C", "C", "H", "H", "H", "H", "H", "H", "H", "H", "H", "H", "H", "H", "P", "C", "C", "P", "C", "C", "C", "H", "H", "H", "H", "H", "H", "H", "H", "H", "H", "H", "H", "H", "H", "B", "C", "N", "H", "H", "H"], "positions_angstrom": [[2.28, -0.36, 0.48], [-0.65, -0.88, 2.78], [-0.40, -2.01, 1.96], [1.59, -1.32, 2.88], [0.58, -0.43, 3.31], [0.98, -2.30, 2.05], [-1.97, -0.29, 3.12], [-2.06, 0.75, 2.79], [-2.13, -0.29, 4.21], [-2.79, -0.86, 2.68], [0.77, 0.68, 4.26], [-0.19, 1.09, 4.59], [1.36, 1.50, 3.82], [1.32, 0.34, 5.15], [3.03, -1.22, 3.24], [3.14, -1.22, 4.33], [3.51, -0.28, 2.90], [3.63, -2.07, 2.87], [1.67, -3.46, 1.43], [2.53, -3.79, 2.04], [2.05, -3.26, 0.40], [0.97, -4.30, 1.32], [-1.39, -2.83, 1.22], [-1.33, -3.89, 1.53], [-1.21, -2.81, 0.13], [-2.41, -2.49, 1.39], [-3.13, 2.27, 0.19], [-4.22, 2.15, -0.60], [-4.33, 1.56, -1.97], [-3.05, 1.54, -2.86], [-2.15, 0.33, -2.60], [-2.37, -0.42, -1.42], [-1.95, 0.08, -0.12], [-1.81, 1.61, -0.03], [-5.12, 2.13, -2.50], [-2.53, 2.51, -2.80], [-4.73, 0.54, -1.91], [-1.34, 1.98, -0.95], [-3.21, 2.83, 1.12], [-5.17, 2.57, -0.24], [-1.12, 1.86, 0.78], [-2.67, -0.25, 0.64], [-2.78, -1.42, -1.46], [-1.00, -0.41, 0.18], [-3.40, 1.49, -3.90], [-2.07, -0.26, -3.53], [0.07, 0.71, -2.62], [0.23, 2.54, -2.58], [0.44, 0.36, -4.40], [1.57, -1.66, -1.51], [1.62, 0.18, -1.88], [0.62, -2.58, -2.78], [3.30, -2.02, -2.06], [0.63, 2.85, -1.60], [-0.72, 3.04, -2.76], [0.95, 2.83, -3.37], [0.94, 1.25, -4.81], [-0.49, 0.17, -4.95], [1.11, -0.50, -4.53], [3.21, -2.36, -3.10], [3.73, -2.82, -1.45], [3.93, -1.12, -2.02], [1.83, 0.95, -1.08], [2.41, 0.35, -2.63], [0.65, -3.65, -2.50], [1.12, -2.48, -3.75], [-0.44, -2.29, -2.85], [3.19, 3.63, 3.06], [2.88, 2.55, 2.04], [2.65, 1.68, 1.27], [2.64, 3.34, 4.12], [2.77, 4.70, 2.64], [4.41, 3.67, 3.19]]}